No. 1
Computed, not measured: a molecular structure, C3H5IN2S in a non-equilibrium geometry, with ωB97M-V with the def2-TZVPD basis set.

- DFT total energy (eV) = -25105.610
- frontier orbital gap (eV) = 7.89
- 2S+1 = 1
- energy above the lowest of the compared OMol25 structures with the same formula, charge and spin (eV) = 0.833
- molecular weight (g/mol) = 228.06

```
12
C3H5IN2S ωB97M-V with the def2-TZVPD basis set
C 0.00 -0.42 0.05
C -1.63 1.54 -0.14
C 1.27 -1.10 0.42
N -1.19 -0.80 -0.08
N -2.10 0.19 -0.40
S 0.12 1.40 0.18
I -4.02 -0.08 0.05
H -1.64 2.08 -1.11
H -2.26 2.09 0.47
H 1.27 -2.14 0.12
H 1.24 -1.10 1.62
H 2.04 -0.41 0.02
```

No. 2
Computed, not measured: a molecular structure, C26H22BFeN3O4 in a non-equilibrium geometry, with ωB97M-V with the def2-TZVPD basis set.

- DFT total energy (eV) = -75038.001
- frontier orbital gap (spin up / spin down) (eV) = 5.54 / 5.42
- 2S+1 = 2
- ⟨S²⟩ = 0.771
- molecular weight (g/mol) = 507.14
- total charge = +1

```
57
C26H22BFeN3O4 ωB97M-V with the def2-TZVPD basis set
Fe -1.63 -0.21 -2.18
O 3.76 1.13 -5.80
C 3.41 -0.04 -5.55
O 3.79 -1.14 -5.95
C 2.13 -0.06 -4.69
C 1.52 1.12 -4.28
C 0.39 1.05 -3.51
N -0.11 -0.15 -3.15
C 0.46 -1.31 -3.54
C 1.59 -1.30 -4.32
C -0.30 -2.48 -3.06
C 0.07 -3.80 -3.25
C -0.73 -4.80 -2.72
C -1.87 -4.46 -2.02
C -2.19 -3.13 -1.87
N -1.42 -2.15 -2.37
C -0.44 2.16 -2.99
C -0.13 3.50 -3.14
C -0.99 4.44 -2.61
C -2.13 4.03 -1.94
C -2.37 2.68 -1.82
N -1.55 1.76 -2.34
H 1.97 2.06 -4.60
H 2.10 -2.18 -4.68
H 0.98 -4.03 -3.79
H -0.45 -5.84 -2.86
H -2.52 -5.22 -1.60
H -3.07 -2.81 -1.32
H 0.77 3.79 -3.67
H -0.76 5.50 -2.71
H -2.82 4.74 -1.51
H -3.25 2.30 -1.30
C 0.22 1.50 6.01
C 0.88 0.37 5.20
C 2.34 0.75 4.95
C 0.85 -0.93 6.02
C 0.11 0.16 3.90
C -1.25 -0.19 3.96
C -2.03 -0.40 2.83
C -1.40 -0.24 1.62
O -1.91 -0.40 0.32
B -0.82 -0.11 -0.47
O 0.31 0.21 0.19
C -0.07 0.11 1.54
C 0.71 0.32 2.65
H 0.77 1.67 6.93
H -0.81 1.25 6.28
H 0.21 2.43 5.44
H 2.85 0.89 5.90
H 2.42 1.69 4.40
H 2.87 -0.02 4.40
H 1.42 -0.80 6.94
H 1.31 -1.75 5.46
H -0.16 -1.22 6.29
H -1.71 -0.31 4.93
H -3.07 -0.68 2.90
H 1.75 0.59 2.54
```

No. 3
Computed, not measured: C18H24FN3O2 in the gas phase, with ωB97M-V with the def2-TZVPD basis set.

- DFT total energy (eV) = -30337.172
- SMILES string = COc1ccc(-c2[nH]ncc2CN(C)C[C@H]2CCCCO2)cc1F
- frontier orbital gap (eV) = 8.87
- 2S+1 = 1
- energy above the lowest of the compared OMol25 structures with the same formula, charge and spin (eV) = 2.230
- molecular weight (g/mol) = 333.41

```
48
C18H24FN3O2 ωB97M-V with the def2-TZVPD basis set
C 0.20 -2.17 6.61
O 1.49 -2.06 6.04
C 1.62 -1.40 4.86
C 0.60 -0.80 4.14
C 0.85 -0.16 2.94
C 2.14 -0.09 2.42
C 2.43 0.59 1.16
N 3.59 1.28 1.00
N 3.72 1.79 -0.21
C 2.65 1.42 -0.87
C 1.78 0.66 -0.07
C 0.48 0.04 -0.47
N -0.58 0.97 -0.86
C -0.69 2.10 0.03
C -0.57 1.34 -2.26
C -1.27 0.28 -3.12
C -2.75 0.14 -2.73
C -3.43 -0.86 -3.66
C -3.21 -0.42 -5.10
C -1.72 -0.24 -5.36
O -1.14 0.68 -4.47
C 3.18 -0.69 3.14
C 2.91 -1.32 4.32
F 3.93 -1.90 4.99
H 0.34 -2.73 7.53
H -0.22 -1.19 6.84
H -0.48 -2.71 5.95
H -0.41 -0.83 4.51
H 0.03 0.32 2.43
H 4.30 1.45 1.70
H 2.53 1.70 -1.90
H 0.10 -0.57 0.36
H 0.65 -0.63 -1.31
H -0.78 1.75 1.06
H 0.16 2.80 -0.03
H -1.60 2.65 -0.21
H -1.11 2.28 -2.39
H 0.45 1.49 -2.66
H -0.78 -0.70 -2.99
H -2.80 -0.18 -1.69
H -3.23 1.11 -2.82
H -4.50 -0.93 -3.43
H -3.00 -1.86 -3.51
H -3.62 -1.16 -5.80
H -3.72 0.53 -5.27
H -1.53 0.16 -6.36
H -1.21 -1.22 -5.26
H 4.19 -0.68 2.77
```